{
  "formula": "C17H35NNbO6",
  "method": "ωB97M-V with the def2-TZVPD basis set",
  "homo_lumo_gap_ev": 6.17,
  "total_charge": -1,
  "species": ["C", "C", "C", "Nb", "N", "O", "C", "O", "C", "C", "C", "C", "C", "H", "H", "H", "H", "H", "H", "H", "H", "H", "H", "H", "H", "H", "H", "H", "H", "H", "H", "H", "H", "H", "H", "H", "O", "C", "O", "C", "C", "C", "H", "H", "H", "H", "H", "H", "O", "C", "O", "C", "C", "C", "H", "H", "H", "H", "H", "H"],
  "coordinates": [[5.392995, 1.051797, 0.091568], [4.625662, 1.037569, -1.100712], [4.134598, 2.385861, -1.719632], [2.115232, 3.166154, -0.990834], [2.398165, 4.920700, -2.226740], [1.255920, 2.231072, -2.683975], [0.117177, 4.064293, -0.314644], [-0.867334, 3.908795, -1.374959], [-1.850050, 2.928589, -1.040900], [1.710380, 1.426639, 0.391234], [0.854465, 0.207337, -0.169572], [-0.395672, -0.042180, 0.833939], [1.677176, -1.182367, -0.142283], [5.285797, 0.236717, 0.873261], [6.181166, 1.837941, 0.301949], [4.453124, 0.022758, -1.564347], [4.907723, 3.181485, -1.463620], [4.136344, 2.307036, -2.863479], [2.995595, 4.078130, 0.344867], [2.751378, 4.599681, -3.139725], [1.440976, 5.253047, -2.442691], [1.815874, 1.492877, -2.981426], [0.295224, 5.173007, -0.156699], [-0.197422, 3.594459, 0.667553], [-2.784251, 3.114262, -1.661428], [-2.145283, 2.970945, 0.052177], [-1.486918, 1.866688, -1.249258], [1.115035, 1.853939, 1.274406], [2.637071, 0.976515, 0.888570], [0.392174, 0.330386, -1.183114], [-0.800827, 0.912855, 1.278186], [-1.233430, -0.458720, 0.175621], [-0.173340, -0.821328, 1.620789], [1.761743, -1.590202, -1.203387], [1.156722, -1.983988, 0.460621], [2.715593, -1.066876, 0.293882], [-1.362460, -1.456724, -1.983308], [-1.230111, -2.625046, -1.750602], [-0.410908, -3.120725, -0.782184], [-0.408421, -4.551830, -0.850438], [-1.693232, -4.921768, -1.558351], [-1.893486, -3.751590, -2.499340], [0.479263, -4.872404, -1.404245], [-0.364169, -4.965461, 0.157823], [-1.644544, -5.888261, -2.062461], [-2.515803, -4.958600, -0.838220], [-1.376007, -3.899609, -3.449887], [-2.949231, -3.543153, -2.665086], [-4.277708, -2.996414, 1.700103], [-3.873065, -2.303646, 2.594322], [-3.353520, -2.791701, 3.752901], [-3.070290, -1.704788, 4.644756], [-2.937419, -0.487780, 3.757352], [-3.902380, -0.797694, 2.630041], [-3.896613, -1.612952, 5.356324], [-2.152331, -1.912712, 5.195684], [-3.152802, 0.447768, 4.275098], [-1.919870, -0.427429, 3.361400], [-4.918028, -0.466884, 2.859594], [-3.565649, -0.376470, 1.683530]],
  "forces_ev_per_angstrom": [[-0.6, -0.6, -1.5], [1.7, 1.4, 1.9], [2.6, -1.6, -0.8], [-1.2, 0.5, -3.0], [-1.0, -0.9, 0.1], [1.4, 0.0, 1.5], [0.7, 0.5, 0.8], [-0.7, -0.5, 1.2], [-0.3, -0.6, -0.3], [-0.4, -0.8, 1.1], [-0.5, -1.1, 2.0], [-0.7, -0.2, -1.4], [0.2, 0.1, -0.6], [0.7, 0.6, -1.4], [-1.8, -0.4, 0.1], [-1.0, 1.3, 0.8], [-0.9, -0.8, -0.1], [-0.2, 0.2, 1.3], [0.0, -0.5, 0.0], [0.0, 0.2, 0.5], [0.6, 0.1, 0.2], [-0.4, 0.2, 0.1], [-0.4, -1.0, -0.1], [-0.1, 0.7, -1.0], [1.2, -0.2, 0.6], [0.3, 0.1, -1.0], [-0.3, 1.2, 0.2], [0.8, -0.4, -1.1], [-1.0, 0.8, -0.8], [0.7, 0.2, 0.9], [0.6, -0.9, -0.3], [0.9, 0.3, 1.0], [-0.1, 1.0, -0.6], [0.1, 0.4, 1.3], [0.5, 1.1, -0.7], [-1.1, 0.1, -0.6], [0.2, -0.4, 0.3], [0.0, 0.7, -0.4], [-0.5, -0.1, -0.3], [0.2, -0.3, 0.2], [-0.3, -0.5, -0.1], [-0.2, -0.5, 0.2], [0.0, 0.0, 0.0], [0.1, 0.2, 0.0], [0.1, 0.0, 0.1], [0.1, 0.0, 0.0], [-0.1, 0.1, 0.0], [0.2, 0.2, -0.2], [0.3, -0.2, 0.5], [-0.5, -0.1, -0.6], [-0.1, -0.1, -0.3], [0.1, 0.1, 0.4], [0.2, 0.5, 0.0], [0.5, 0.3, 0.1], [0.0, 0.0, 0.0], [-0.1, -0.2, -0.1], [0.0, -0.1, 0.0], [-0.1, 0.0, 0.0], [0.0, -0.1, -0.1], [-0.3, -0.1, -0.1]],
  "lowdin_charge": [-0.11, -0.30, -0.40, 1.67, -0.29, -0.46, -0.39, -0.32, -0.16, -0.36, -0.43, -0.12, -0.10, 0.03, 0.04, 0.08, 0.04, 0.03, -0.11, -0.05, -0.05, -0.03, 0.04, 0.03, 0.09, 0.08, 0.08, 0.02, 0.03, 0.08, 0.06, 0.06, 0.07, 0.07, 0.05, 0.06, 0.12, -0.47, -0.01, -0.16, -0.16, -0.08, 0.13, 0.13, 0.11, 0.12, 0.13, 0.13, 0.11, -0.48, 0.02, -0.17, -0.16, -0.08, 0.12, 0.12, 0.12, 0.10, 0.13, 0.12]
}

=====

{
  "formula": "C5H6N2O2",
  "method": "ωB97M-V with the def2-TZVPD basis set",
  "homo_lumo_gap_ev": [7.05, 7.04],
  "species": ["C", "C", "C", "C", "C", "N", "N", "O", "O", "H", "H", "H", "H", "H", "H"],
  "coordinates": [[2.342210, -0.805033, -0.511492], [1.025818, -0.586352, -0.155279], [1.008014, 0.685111, 0.414337], [-1.518381, 0.246852, 0.730883], [-1.893490, 0.737772, -0.616549], [3.094635, 0.217243, -0.170576], [-0.964190, -0.994167, 0.860778], [2.176224, 1.159975, 0.402614], [-0.082458, -1.428453, -0.230776], [2.921822, -1.506651, -0.990558], [-1.549974, 0.893036, 1.512332], [-1.366776, 0.149270, -1.460515], [-1.824101, 1.733372, -0.572435], [-2.847913, 0.625917, -0.995770], [-0.521439, -1.127890, 1.783009]],
  "forces_ev_per_angstrom": [[0.4, 1.7, 1.1], [-0.8, 1.1, 0.7], [-3.9, -1.9, 0.1], [3.1, -3.1, -4.1], [1.7, -4.2, -1.0], [-0.2, 0.7, -0.2], [-0.5, 1.2, 0.1], [3.0, 0.6, -0.2], [-1.1, 0.4, 1.1], [0.5, -2.1, -1.0], [-0.6, 1.2, 2.8], [0.0, 1.5, 1.6], [1.1, 3.9, -0.4], [-2.8, -0.8, 0.3], [0.1, -0.2, -0.8]],
  "lowdin_charge": [-0.11, -0.32, -0.10, -0.02, -0.04, 0.07, 0.03, -0.06, -0.04, 0.09, 0.09, 0.14, 0.04, 0.06, 0.16]
}

=====

{
  "formula": "C18H19CeN3O4S",
  "method": "ωB97M-V with the def2-TZVPD basis set",
  "spin_multiplicity": 2,
  "homo_lumo_gap_ev": 6.89,
  "s2": 0.751,
  "total_charge": -1,
  "species": ["Ce", "O", "S", "O", "O", "O", "C", "N", "C", "C", "C", "C", "C", "N", "C", "C", "C", "C", "C", "C", "H", "H", "H", "H", "H", "H", "H", "H", "H", "H", "H", "C", "C", "C", "C", "C", "C", "N", "H", "H", "H", "H", "H", "H", "H", "H"],
  "coordinates": [[1.277828, 0.025654, 0.158591], [3.720428, 2.511554, -1.572009], [2.848728, 1.558454, -0.946409], [3.511628, 0.572854, -0.033309], [2.062428, 0.697354, -1.890609], [1.771428, 2.180054, -0.086009], [-2.323972, 0.567154, -0.794909], [-1.182972, -0.314246, -0.618509], [-1.386272, -1.572646, -0.842209], [-0.392472, -2.569346, -0.751509], [-0.543472, -3.949546, -0.979709], [0.709628, -4.510546, -0.815309], [1.570528, -3.455646, -0.495709], [0.925528, -2.286146, -0.445009], [-2.190772, 1.451054, -2.014309], [-1.019772, 2.165754, -2.245509], [-0.933672, 3.008354, -3.341509], [-2.012172, 3.165754, -4.198409], [-3.178272, 2.455454, -3.970209], [-3.264572, 1.602154, -2.883609], [-2.395372, 1.213454, 0.092891], [-3.259772, -0.014146, -0.879609], [-2.393372, -1.920946, -1.118709], [-1.459972, -4.449546, -1.236809], [0.977028, -5.545046, -0.915109], [2.637528, -3.507046, -0.329309], [-0.172272, 2.061954, -1.568009], [-0.017372, 3.551554, -3.515509], [-1.945072, 3.840554, -5.041509], [-4.027072, 2.577654, -4.628809], [-4.182272, 1.059854, -2.701609], [-0.959472, 1.258854, 2.817691], [0.196528, 0.487954, 3.380491], [0.575628, 0.290754, 4.689091], [1.728728, -0.518046, 4.650691], [1.981628, -0.771346, 3.320691], [3.061928, -1.580446, 2.663491], [1.046028, -0.160846, 2.530191], [-1.256872, 2.054654, 3.499091], [-1.815972, 0.597354, 2.662491], [-0.665272, 1.699054, 1.846191], [0.089028, 0.679554, 5.565691], [2.294728, -0.861946, 5.497691], [3.757628, -1.966246, 3.407191], [3.618828, -0.950846, 1.949791], [2.615128, -2.430246, 2.127791]],
  "forces_ev_per_angstrom": [[-3.8, -3.9, 3.2], [-0.2, -0.4, 0.3], [2.7, 2.8, -2.3], [0.8, 0.4, -0.1], [0.6, 0.5, -1.1], [0.4, 1.6, -0.2], [-0.1, 0.1, 0.1], [-0.3, -0.4, -0.2], [-0.3, 0.4, 0.1], [0.3, -0.7, 0.0], [-0.3, 0.6, 0.0], [0.3, -0.1, 0.1], [0.1, -0.2, -0.1], [-0.3, -0.8, -0.4], [-0.1, 0.0, 0.1], [0.0, -0.1, 0.1], [0.1, 0.1, 0.1], [0.0, 0.0, -0.1], [0.0, 0.1, 0.0], [0.1, 0.0, 0.1], [-0.1, -0.2, -0.1], [0.2, 0.2, 0.1], [0.2, 0.1, 0.0], [-0.2, -0.1, 0.0], [0.1, -0.2, 0.0], [0.0, 0.0, 0.1], [-0.2, 0.1, -0.3], [0.1, 0.1, 0.0], [0.0, 0.0, 0.0], [0.0, 0.0, -0.1], [-0.1, -0.1, 0.0], [0.3, -0.2, -0.1], [-0.2, 0.3, 0.0], [-0.3, 0.3, -0.2], [0.3, -0.3, -0.2], [0.3, -0.3, 0.0], [-0.2, 0.2, 0.0], [0.0, 0.0, 0.8], [-0.1, 0.1, -0.1], [-0.1, 0.1, -0.1], [-0.3, 0.1, 0.3], [-0.1, 0.1, 0.1], [0.2, -0.1, 0.1], [0.1, 0.0, -0.1], [0.0, -0.3, 0.1], [0.2, 0.1, 0.0]],
  "lowdin_charge": [1.26, -0.27, 0.30, -0.40, -0.40, -0.43, -0.17, -0.06, -0.09, -0.33, -0.06, -0.11, -0.17, -0.09, -0.20, -0.01, -0.06, -0.10, -0.10, -0.06, 0.12, 0.11, 0.13, 0.09, 0.08, 0.11, 0.09, 0.11, 0.10, 0.09, 0.10, -0.05, -0.39, -0.10, -0.09, -0.39, -0.04, -0.10, 0.07, 0.07, 0.06, 0.08, 0.08, 0.07, 0.07, 0.07]
}

=====

{
  "formula": "CHNO2",
  "method": "ωB97M-V with the def2-TZVPD basis set",
  "homo_lumo_gap_ev": [6.53, 6.64],
  "species": ["C", "N", "O", "O", "H"],
  "coordinates": [[0.185389, -0.218281, 0.912179], [-0.468916, 0.948750, -1.288122], [0.992044, -1.109101, 0.959131], [-0.052947, 0.187601, -2.053820], [-0.655570, 0.191032, 1.470633]],
  "forces_ev_per_angstrom": [[1.7, -1.3, -2.5], [1.3, -2.1, 1.0], [-2.6, 2.7, 0.2], [-0.5, 1.0, 0.3], [0.0, -0.4, 1.1]],
  "lowdin_charge": [-0.06, 0.04, 0.03, -0.06, 0.05]
}

=====

| no. | molar mass (g mol⁻¹) | DFT total energy (a.u.) |
| --- | --- | --- |
| 1 | 442.37 | -1231.7143 |
| 2 | 126.11 | -453.8294 |
| 3 | 513.55 | -2036.0414 |
| 4 | 59.02 | -243.7475 |